# 1
14
Properties=species:S:1:pos:R:3 method="wB97M-V/def2-TZVPD" largest_force_ev_per_a=3.69 total_energy_ha=-1061.80936 de_lowest_kcal_mol=67.0 charge=0 smiles="S=CC1=NNC[C@@H]1S" gap_ev=7.6
S 2.94 1.97 -0.04
C 1.38 1.62 0.35
C 0.77 0.38 -0.02
N 1.32 -0.46 -0.83
N 0.51 -1.47 -1.08
C -0.83 -1.20 -0.53
C -0.52 -0.13 0.56
S -1.87 1.03 0.71
H 0.66 2.46 0.69
H 0.37 -1.75 -2.11
H -1.13 -2.10 0.13
H -1.44 -0.87 -1.33
H -0.45 -0.58 1.51
H -1.70 1.11 1.99



# 2
80
Properties=species:S:1:pos:R:3 method="wB97M-V/def2-TZVPD" largest_force_ev_per_a=2.02 total_energy_ha=-2577.95682 de_lowest_kcal_mol=14.1 charge=-1 gap_ev=7.8
Mg -0.84 1.22 0.61
C 4.77 -2.86 3.03
C 4.84 -1.53 2.64
C 3.71 -0.90 2.14
C 2.50 -1.58 2.03
C 2.44 -2.92 2.40
C 3.57 -3.55 2.91
P 1.09 -0.57 1.40
C -0.14 -1.92 1.17
C -0.97 -2.41 2.17
C -1.78 -3.51 1.94
C -1.77 -4.14 0.70
C -0.96 -3.65 -0.31
C -0.15 -2.54 -0.08
C 0.47 0.21 2.93
C 0.95 -0.04 4.21
C 0.40 0.65 5.29
C -0.62 1.56 5.07
C -1.08 1.80 3.78
C -0.55 1.15 2.66
H 5.64 -3.35 3.44
H 5.77 -0.99 2.73
H 3.75 0.15 1.84
H 1.52 -3.47 2.31
H 3.52 -4.59 3.21
H -0.97 -1.93 3.15
H -2.42 -3.89 2.73
H -2.39 -5.01 0.52
H -0.96 -4.12 -1.29
H 0.49 -2.16 -0.86
H 1.76 -0.75 4.38
H 0.77 0.47 6.29
H -1.06 2.09 5.91
H -1.86 2.54 3.64
O -1.83 4.53 -1.00
C -1.21 3.47 -0.98
O -0.54 3.00 0.01
C -1.14 2.62 -2.27
P -0.05 1.18 -1.95
C -0.22 0.32 -3.57
C -0.99 -0.85 -3.59
C -1.21 -1.52 -4.78
C -0.65 -1.05 -5.96
C 0.12 0.10 -5.94
C 0.34 0.78 -4.76
C 1.62 1.90 -2.12
C 1.91 3.26 -2.05
C 3.23 3.69 -1.93
C 4.27 2.77 -1.87
C 3.99 1.41 -1.97
C 2.68 0.98 -2.09
H -0.82 3.23 -3.11
H -2.15 2.24 -2.47
H -1.41 -1.21 -2.65
H -1.82 -2.42 -4.79
H -0.82 -1.58 -6.89
H 0.54 0.47 -6.87
H 0.95 1.68 -4.75
H 1.12 3.99 -2.06
H 3.44 4.75 -1.84
H 5.29 3.11 -1.74
H 4.80 0.69 -1.92
H 2.46 -0.08 -2.13
C -3.94 -1.05 -0.84
C -3.64 0.21 0.00
C -4.49 1.38 -0.52
C -4.01 -0.06 1.47
O -2.30 0.52 -0.10
H -5.00 -1.32 -0.78
H -3.33 -1.87 -0.48
H -3.69 -0.85 -1.88
H -5.56 1.18 -0.40
H -4.28 1.55 -1.58
H -4.22 2.28 0.03
H -5.07 -0.28 1.58
H -3.75 0.81 2.06
H -3.42 -0.91 1.83
O 2.01 2.35 1.27
H 2.25 2.51 0.34
H 1.07 2.61 1.30



# 3
103
Properties=species:S:1:pos:R:3 method="wB97M-V/def2-TZVPD" spin_multiplicity=4 largest_force_ev_per_a=1.20 total_energy_ha=-7372.55645 de_lowest_kcal_mol=8.1 charge=-2 gap_ev="4.5 / 5.5"
V -0.90 -0.85 1.27
C 3.22 2.08 -3.86
C 3.78 1.26 -2.70
C 4.82 2.12 -1.96
C 4.46 0.01 -3.26
C 2.70 0.83 -1.72
C 3.06 0.11 -0.55
C 2.07 -0.34 0.30
N 0.77 -0.11 0.12
C 0.40 0.64 -0.98
C 1.36 1.08 -1.91
C -0.98 0.97 -1.06
C -1.54 1.80 -2.06
C -2.86 2.15 -2.04
C -3.64 1.67 -0.95
C -3.05 0.87 -0.01
N -1.77 0.50 -0.04
C -3.45 3.03 -3.14
C -3.19 2.38 -4.51
C -2.77 4.41 -3.10
C -4.95 3.23 -2.98
H 4.03 2.38 -4.53
H 2.72 2.98 -3.51
H 2.51 1.49 -4.45
H 5.60 2.45 -2.66
H 5.30 1.57 -1.16
H 4.35 3.01 -1.53
H 5.25 0.29 -3.97
H 3.73 -0.62 -3.78
H 4.91 -0.59 -2.47
H 4.09 -0.13 -0.32
H 2.32 -0.93 1.15
H 1.03 1.62 -2.79
H -0.91 2.15 -2.86
H -4.69 1.89 -0.87
H -3.63 0.45 0.81
H -2.13 2.26 -4.71
H -3.62 3.00 -5.31
H -3.65 1.39 -4.56
H -1.69 4.32 -3.24
H -2.94 4.89 -2.14
H -3.17 5.05 -3.89
H -5.48 2.28 -3.00
H -5.33 3.84 -3.81
H -5.19 3.74 -2.05
Cl -6.25 -3.50 4.97
C -5.48 -3.10 3.47
C -6.07 -3.41 2.26
Cl -7.61 -4.21 2.24
C -5.45 -3.07 1.06
Cl -6.21 -3.42 -0.46
C -4.19 -2.40 0.99
O -3.62 -2.05 -0.07
C -3.56 -2.13 2.28
O -2.40 -1.53 2.32
C -4.23 -2.46 3.45
Cl -3.45 -2.02 4.95
N -2.31 1.90 4.52
C -1.91 1.81 3.11
C -1.01 2.97 2.72
O -1.15 4.05 3.51
O -0.27 2.94 1.78
H -3.15 1.35 4.66
H -1.76 3.76 4.22
H -1.59 1.44 5.08
H -2.79 1.87 2.47
H -1.38 0.88 2.88
C -0.28 -2.76 0.54
C -0.16 -2.82 -0.91
C -1.29 -2.86 -1.76
C -1.16 -2.83 -3.13
C 0.11 -2.77 -3.73
C 1.24 -2.74 -2.91
C 1.10 -2.76 -1.54
C 0.25 -2.74 -5.14
N 0.37 -2.73 -6.29
H 0.67 -2.99 1.03
H -1.08 -3.37 0.94
H -2.28 -2.84 -1.31
H -2.04 -2.84 -3.75
H 2.23 -2.70 -3.35
H 1.99 -2.74 -0.92
C 6.50 -1.14 3.10
C 5.00 -1.13 3.25
C 4.30 0.06 3.39
C 2.91 0.09 3.51
C 2.22 1.41 3.57
C 2.18 -1.11 3.51
Se 0.26 -1.11 3.67
C 2.88 -2.33 3.40
C 2.21 -3.67 3.38
C 4.27 -2.31 3.26
H 6.89 -0.13 3.02
H 6.80 -1.69 2.20
H 6.98 -1.63 3.95
H 4.84 1.00 3.37
H 2.93 2.23 3.47
H 1.68 1.53 4.52
H 1.48 1.49 2.77
H 1.14 -3.59 3.56
H 2.64 -4.32 4.15
H 2.35 -4.17 2.42
H 4.79 -3.26 3.16



# 4
43
Properties=species:S:1:pos:R:3 method="wB97M-V/def2-TZVPD" largest_force_ev_per_a=2.97 total_energy_ha=-1157.36715 charge=0 smiles="O=C1/C(=C/N2CCN(c3ccc(F)cc3)CC2)Cc2cc(F)ccc21" gap_ev=7.6
O 4.43 1.62 -0.46
C 4.20 0.83 0.46
C 2.88 0.66 1.02
C 1.85 1.39 0.51
N 0.52 1.37 0.97
C -0.28 2.62 0.77
C -1.04 2.61 -0.57
N -1.73 1.32 -0.79
C -3.15 1.16 -0.80
C -3.79 0.21 -1.59
C -5.21 0.04 -1.57
C -6.01 0.80 -0.71
F -7.35 0.69 -0.63
C -5.37 1.78 0.07
C -4.00 1.95 0.01
C -0.86 0.13 -0.59
C -0.27 0.14 0.80
C 2.89 -0.36 2.13
C 4.39 -0.71 2.17
C 5.07 -1.54 3.07
C 6.45 -1.82 2.88
F 7.06 -2.67 3.77
C 7.12 -1.33 1.76
C 6.44 -0.45 0.91
C 5.10 -0.09 1.15
H 2.10 2.11 -0.25
H 0.37 3.49 0.88
H -1.00 2.65 1.55
H -0.37 2.77 -1.37
H -1.77 3.46 -0.61
H -3.20 -0.36 -2.30
H -5.59 -0.75 -2.21
H -5.98 2.39 0.73
H -3.50 2.69 0.62
H -1.38 -0.80 -0.67
H -0.02 0.12 -1.34
H -1.08 0.17 1.54
H 0.34 -0.75 0.99
H 2.47 0.02 3.08
H 2.34 -1.27 1.86
H 4.57 -1.94 3.91
H 8.17 -1.59 1.54
H 6.95 -0.02 0.07



# 5
51
Properties=species:S:1:pos:R:3 method="wB97M-V/def2-TZVPD" largest_force_ev_per_a=17.31 total_energy_ha=-1020.25689 de_lowest_kcal_mol=426.5 charge=0 gap_ev=8.1
C -1.89 -3.60 -0.60
H -2.20 -4.14 -1.54
O -2.78 -2.62 -0.29
C -2.65 -2.12 0.95
C -1.47 -1.31 0.86
N -1.50 -0.28 -0.03
C -0.41 0.23 -0.45
O -0.44 1.22 -1.62
C 1.01 -0.02 -0.20
C 1.34 0.10 1.39
C 2.76 0.43 1.51
O 3.35 0.43 2.40
C 3.35 -0.09 -0.04
C 4.79 0.61 -0.08
H 5.40 -0.04 0.45
H 4.81 1.55 0.23
H 5.13 0.17 -1.08
C 2.18 0.76 -0.63
C 2.48 0.82 -2.29
H 3.22 1.32 -2.43
H 2.45 -0.32 -2.67
H 1.38 1.23 -2.55
C 2.13 2.42 -0.31
H 2.16 2.54 0.88
H 2.94 3.01 -1.10
H 1.27 2.73 -0.73
C 3.07 -1.58 -0.25
H 3.64 -1.52 -1.18
H 3.32 -2.08 0.67
C 1.57 -1.51 -0.38
H 1.12 -2.12 0.15
H 1.24 -1.75 -1.60
H 0.99 -0.64 2.04
H 0.82 0.93 1.76
C -2.75 0.30 -0.54
H -2.50 1.05 -1.47
C -3.25 1.41 0.26
O -4.55 1.80 0.24
C -5.14 2.85 0.76
H -4.63 3.84 0.82
H -5.18 2.42 1.95
H -6.24 3.09 0.54
H -2.70 2.23 0.50
H -3.40 0.85 1.48
H -3.55 -0.37 -0.76
H -1.38 -0.67 1.96
H -0.51 -1.85 1.03
H -2.40 -3.00 1.80
H -3.60 -1.47 1.11
H -1.17 -3.00 -0.96
H -1.65 -4.26 0.05



# 6
122
Properties=species:S:1:pos:R:3 method="wB97M-V/def2-TZVPD" largest_force_ev_per_a=5.02 total_energy_ha=-4196.71161 de_lowest_kcal_mol=288.1 charge=+1 gap_ev=1.9
O 0.33 8.52 1.31
V 0.54 7.93 2.82
O 1.97 8.46 3.40
O -5.42 5.43 6.90
V -4.61 5.08 5.61
O -5.66 5.00 4.39
C 1.35 2.65 0.67
C -0.06 2.64 1.24
O -0.44 3.55 2.17
H 1.44 1.77 0.03
H 2.01 2.56 1.53
H 1.77 3.54 0.21
H -0.19 1.60 1.54
H -0.76 2.66 0.41
C 7.27 -2.85 4.47
O 6.77 -3.90 3.63
C 5.70 -3.58 2.78
C 4.38 -3.57 3.57
N 4.17 -4.76 4.36
C 3.96 -5.91 3.44
C 3.82 -7.19 4.31
O 5.00 -7.94 4.13
C 5.15 -9.19 4.79
H 8.27 -2.63 4.07
H 7.30 -3.03 5.54
H 6.78 -1.88 4.36
H 5.75 -4.36 2.02
H 5.85 -2.65 2.22
H 3.49 -3.61 2.94
H 4.26 -2.70 4.22
H 5.04 -4.96 4.83
H 4.76 -6.07 2.73
H 3.03 -5.79 2.88
H 2.94 -7.73 3.98
H 3.70 -6.97 5.38
H 5.91 -9.71 4.20
H 4.21 -9.72 4.69
H 5.59 -9.07 5.78
C -0.92 4.04 8.41
O -1.79 3.12 7.73
C -1.50 1.66 7.89
C -2.80 0.83 7.80
N -3.43 0.88 6.51
C -4.51 -0.15 6.45
C -4.62 -0.57 4.99
O -3.43 -1.23 4.47
C -3.17 -2.63 4.83
H -0.07 3.49 8.81
H -1.50 4.47 9.23
H -0.45 4.75 7.73
H -1.18 1.51 8.93
H -0.61 1.31 7.39
H -3.62 1.26 8.38
H -2.46 -0.16 8.10
H -2.73 0.56 5.86
H -5.46 0.24 6.82
H -4.31 -1.08 6.98
H -4.78 0.39 4.49
H -5.50 -1.17 4.77
H -3.79 -3.32 4.25
H -3.67 -2.84 5.78
H -2.10 -2.83 4.81
C -9.41 0.95 -3.65
C -8.31 1.99 -3.70
C -8.10 2.16 -5.26
C -8.97 3.25 -6.05
C -8.87 4.57 -5.28
C -9.31 4.36 -3.76
N -8.77 3.22 -3.05
O -9.07 3.07 -1.65
C -8.92 5.76 -3.03
C -10.88 4.40 -3.61
C -7.05 1.41 -3.02
H -9.62 0.74 -2.60
H -9.28 -0.09 -3.92
H -10.36 1.40 -3.94
H -7.06 2.33 -5.53
H -8.36 1.26 -5.81
H -10.01 2.92 -6.00
H -8.54 3.38 -7.04
H -9.54 5.34 -5.65
H -7.81 4.79 -5.36
H -9.54 6.57 -3.43
H -9.13 5.83 -1.96
H -7.94 6.21 -3.16
H -11.21 3.90 -2.70
H -11.40 5.35 -3.68
H -11.21 3.79 -4.45
H -6.11 1.86 -3.33
H -7.04 0.34 -3.22
H -7.07 1.47 -1.93
H -8.18 3.20 -1.32
C 6.15 0.38 -4.91
C 6.07 -0.83 -5.87
C 6.58 -0.51 -7.34
C 8.16 -0.39 -7.37
C 8.85 -1.65 -6.75
C 8.35 -2.06 -5.32
N 6.88 -2.02 -5.34
O 6.22 -2.66 -4.21
C 8.83 -3.57 -5.21
C 9.16 -1.23 -4.27
C 4.65 -1.07 -6.07
H 5.90 0.08 -3.89
H 5.57 1.28 -5.13
H 7.17 0.74 -4.91
H 6.37 -1.26 -8.11
H 6.25 0.46 -7.72
H 8.31 0.47 -6.71
H 8.48 -0.20 -8.39
H 9.91 -1.40 -6.75
H 8.70 -2.46 -7.47
H 9.91 -3.62 -5.06
H 8.41 -4.10 -4.36
H 8.71 -4.32 -5.99
H 8.92 -1.67 -3.30
H 10.23 -1.09 -4.41
H 8.87 -0.18 -4.21
H 4.11 -1.45 -5.21
H 4.35 -1.84 -6.79
H 4.05 -0.20 -6.35
H 5.94 -3.53 -4.51



# 7
21
Properties=species:S:1:pos:R:3 method="wB97M-V/def2-TZVPD" spin_multiplicity=3 largest_force_ev_per_a=3.05 total_energy_ha=-787.88083 de_lowest_kcal_mol=0.7 charge=0 gap_ev="5.7 / 6.2"
C -0.49 0.07 -2.03
C -1.31 1.17 -1.50
C -0.47 2.27 -1.20
C 0.90 1.87 -1.48
C 0.86 0.59 -2.06
Au -0.68 -2.36 -1.36
P -0.43 -3.70 0.43
H -0.90 -0.76 -2.66
H -2.40 1.07 -1.34
H -0.77 3.21 -0.76
H 1.71 0.00 -2.41
H 1.77 2.52 -1.33
H 0.79 -4.41 0.66
H -1.43 -4.69 0.72
H -0.48 -2.84 1.58
C 0.59 1.31 2.28
O 0.30 -0.08 2.39
H -0.30 1.86 1.94
H 1.40 1.47 1.56
H 0.91 1.76 3.24
H 0.42 -0.34 3.32



# 8
11
Properties=species:S:1:pos:R:3 method="wB97M-V/def2-TZVPD" largest_force_ev_per_a=2.88 total_energy_ha=-2987.00839 de_lowest_kcal_mol=85.0 charge=0 smiles="C[N+](=O)[O-].[O-][N+]#CBr" gap_ev=9.0
C 0.65 -1.14 -0.58
N 0.27 -1.06 0.89
O 0.18 -2.12 1.46
O 0.19 0.08 1.36
H 0.27 -2.05 -0.84
H 1.69 -0.96 -0.84
H 0.08 -0.39 -1.03
O -2.62 1.25 0.10
N -1.50 1.71 -0.03
C -0.32 1.76 -0.21
Br 1.10 2.93 -0.28